Molecular formula: C5H7N3O2S
Method: DFT, the ωB97M-V functional and the def2-TZVPD basis

Calculated values
**Maximum force**: 0.095 hartree/bohr
**Structure (SMILES)**: O=C(O)CCc1n[nH]c(=S)[nH]1
**E_tot**: -907.62485 a.u.
**Spin multiplicity**: 1

Atoms and positions in Å:
H -1.122271 1.607692 -1.387325
N 1.926274 -1.184135 -0.866594
C -1.960080 -0.786290 0.552062
H -2.607761 1.288611 0.681668
H -2.538702 -2.057587 -0.768462
C -1.693621 0.688066 0.742124
N 1.766526 0.612635 0.220200
O -1.706882 -1.578890 1.411605
C -0.666855 1.244980 -0.257349
H -0.060708 2.235452 0.136295
N 0.673087 -0.741716 -1.118256
O -2.708504 -0.998322 -0.576681
H 2.099394 1.575028 0.727286
C 2.695647 -0.378500 0.030693
C 0.567879 0.366984 -0.501468
H -1.174963 0.584932 1.718265
S 4.212629 -0.578192 0.614838
H 2.298905 -1.900745 -1.358905

Atomic forces in eV per Å
H 1.09 -1.28 3.38
N 0.59 2.78 2.99
C -1.80 1.14 -0.32
H 0.23 -0.24 0.48
H -1.05 3.74 0.59
C 1.65 -0.28 0.13
N 0.92 3.52 1.69
O 0.25 -0.68 -0.72
C 1.90 2.95 -2.89
H -2.25 -2.06 -0.69
N 0.02 -0.42 -0.70
O 1.87 -4.52 -0.14
H -1.43 -3.42 -1.67
C -2.54 -0.67 -2.09
C 0.09 1.00 1.84
H -0.70 1.12 -0.21
S 0.05 0.02 -0.04
H 1.12 -2.68 -1.62

Want to see where the charge sits? The natural (NBO) charges in e are:
1. H 0.253
2. N -0.390
3. C 0.799
4. H 0.253
5. H 0.502
6. C -0.536
7. N -0.597
8. O -0.565
9. C -0.421
10. H 0.223
11. N -0.254
12. O -0.690
13. H 0.451
14. C 0.188
15. C 0.332
16. H 0.246
17. S -0.200
18. H 0.404